Model P:
10
Properties=species:S:1:pos:R:3 method="wB97M-V/def2-TZVPD" homo_energy_ev=-9.5 gap_ev=8.21 total_charge=0 e_lumo_ev=-1.26 smiles="O=C1N=CO/C1=N/S"
O -0.5398 1.9488 -0.2027
C 0.2986 1.0394 -0.0309
N 1.7819 1.0256 0.0907
C 1.9851 -0.2589 0.0467
O 0.9902 -1.0613 -0.2452
C -0.0945 -0.3444 -0.1877
N -1.2425 -0.9194 -0.0272
S -2.6857 0.1877 -0.0383
H 3.0405 -0.7163 0.1525
H -3.5338 -0.9012 0.4421

---

Model Q:
10
Properties=species:S:1:pos:R:3 method="wB97M-V/def2-TZVPD" homo_energy_ev=-10.5 gap_ev=9.57 total_charge=0 e_lumo_ev=-0.97 smiles="N#CC(=O)NOC=S"
N 2.7927 -2.0725 0.5176
C 2.3131 -1.1008 -0.0461
C 1.2442 -0.1978 -0.8369
O 1.4954 0.3655 -1.9218
N 0.1502 0.0870 -0.0315
O -0.8941 0.8766 -0.5684
C -1.9608 0.8522 0.3743
S -2.2704 -0.0483 1.6670
H -0.2322 -0.5206 0.8023
H -2.6382 1.7587 0.0435

---

Stability summary: most stable model P, least stable model Q.

---

Model P:
6
Properties=species:S:1:pos:R:3 method="wB97M-V/def2-TZVPD" homo_energy_ev=-11.1 gap_ev=10.53 total_charge=0 e_lumo_ev=-0.59 smiles=FN(F)P(F)F
F -0.3939 -1.2868 1.1345
N 0.4456 -0.1430 0.4202
F 1.6216 -0.8322 0.4555
P -0.5014 0.1042 -1.0862
F 0.1725 1.5191 -1.2666
F -1.7172 0.6778 -0.1533

---

Model Q:
6
Properties=species:S:1:pos:R:3 method="wB97M-V/def2-TZVPD" homo_energy_ev="-11.5 / -7.6" gap_ev="11.24 / 6.36" total_charge=0 e_lumo_ev="-0.28 / -1.25"
N -0.5661 -0.2552 1.5839
F 0.5951 -0.5872 2.0799
F -0.3245 0.4832 0.4058
F -0.9849 -0.0444 -2.2456
F 1.0480 -0.8945 -1.3626
P 0.4211 0.4931 -1.8184

---

Stability summary: most stable model P, least stable model Q.

---

Model P:
32
Properties=species:S:1:pos:R:3 method="wB97M-V/def2-TZVPD" homo_energy_ev=-8.2 gap_ev=10.63 total_charge=-1 e_lumo_ev=2.38
B -0.3895 -0.0263 -0.5935
F -0.7249 1.3167 -0.7804
F 0.7109 -0.0989 0.2731
F -1.3712 -0.6880 0.1556
F 0.0093 -0.6633 -1.6765
O -2.8581 0.3553 3.9173
H -2.0674 0.7686 4.2640
H -2.6256 0.1042 3.0234
O -0.2521 6.3025 -0.0692
H -0.8051 5.5271 0.0267
H 0.3333 6.0913 -0.7966
O 1.0503 -3.8157 2.3976
H 0.8023 -3.0384 1.8971
H 1.6321 -3.4849 3.0820
O -4.2633 -4.3479 -2.8730
H -3.3612 -4.0312 -2.8270
H -4.7987 -3.5569 -2.8115
O -4.1494 1.2910 -2.9051
H -3.2109 1.1590 -2.7707
H -4.5655 0.6062 -2.3816
O 2.2776 3.6664 -2.3985
H 1.6493 3.1211 -1.9250
H 3.0167 3.0840 -2.5737
O 5.3406 0.0698 -1.7362
H 4.7215 0.0309 -1.0072
H 5.6421 -0.8323 -1.8434
O 1.4665 -5.1803 -1.2659
H 1.2662 -5.0710 -0.3363
H 1.7410 -4.3105 -1.5562
O 0.8886 1.8626 5.2480
H 1.6734 1.6744 4.7333
H 1.2212 2.1143 6.1095

---

Model Q:
32
Properties=species:S:1:pos:R:3 method="wB97M-V/def2-TZVPD" homo_energy_ev=-7.3 gap_ev=9.66 total_charge=-1 e_lumo_ev=2.41
B 0.9233 -0.0611 0.8916
F -0.1057 0.5959 0.2976
F 1.5653 0.7439 1.7586
F 0.4153 -1.0241 1.6976
F 1.7203 -0.7331 -0.0504
O 0.6973 2.6689 -1.7654
H 0.0603 3.3599 -1.6724
H 0.0773 1.9059 -1.6404
O 1.8243 -3.5811 -0.4444
H 1.1183 -3.9791 -0.9124
H 1.5683 -2.7611 -0.0104
O 0.4453 -1.4741 -2.3514
H 0.4853 -0.9451 -3.1474
H 1.0463 -1.0181 -1.8034
O 2.9933 2.4709 -0.1004
H 2.6403 2.0359 0.6586
H 2.2663 2.3399 -0.6734
O -1.8567 2.4989 -0.1524
H -2.7897 2.3779 -0.2994
H -1.4037 1.6979 -0.4394
O -0.5507 2.7709 2.1946
H 0.1153 2.1179 2.1956
H -1.0167 2.6599 1.3316
O -2.0417 0.4149 -1.8974
H -2.8637 -0.1181 -1.9854
H -1.4117 -0.2431 -1.7844
O -1.9147 -2.0111 0.7806
H -1.8897 -2.3781 -0.0974
H -1.0507 -1.5861 0.9486
O -0.4687 -3.1431 3.0986
H 0.2313 -2.4891 3.1586
H -0.8287 -3.1141 2.2166

---

Stability summary: most stable model Q, least stable model P.

---

Model P:
21
Properties=species:S:1:pos:R:3 method="wB97M-V/def2-TZVPD" homo_energy_ev="-8.5 / -8.5" gap_ev="8.55 / 8.55" total_charge=0 e_lumo_ev="0.09 / 0.09"
C 1.6114 1.1243 0.4477
C 2.3704 0.1534 0.2720
C -2.3392 0.2195 -0.0972
C 3.7353 0.8337 0.1251
C 2.3123 -1.3262 0.1294
C -2.1432 -1.2639 -0.1409
C -3.6844 0.7868 -0.1630
O -1.3537 2.6915 -0.0197
S -0.9982 1.2670 -0.1033
H 3.8536 1.8719 0.3936
H 4.3864 0.0519 0.7114
H 4.0742 0.6432 -0.8812
H 3.2385 -1.7734 0.0754
H 1.7562 -1.7085 1.0176
H 1.7549 -1.4949 -0.7881
H -1.9558 -1.5265 -1.2242
H -3.0341 -1.7899 0.3034
H -1.2706 -1.4108 0.4301
H -3.7976 1.6210 -0.7526
H -4.1124 1.1306 0.8498
H -4.4039 -0.1005 -0.5854

---

Model Q:
21
Properties=species:S:1:pos:R:3 method="wB97M-V/def2-TZVPD" homo_energy_ev=-9.0 gap_ev=9.67 total_charge=0 e_lumo_ev=0.68
C 0.1530 0.8432 -0.0035
C 1.4877 0.7804 -0.1715
C 0.6304 -1.6028 0.0779
C -0.4482 -0.5411 -0.0394
C 2.3519 1.9538 -0.0984
C -1.0957 -0.5796 -1.4329
C -1.4189 -0.6654 1.1749
O 3.1856 -0.8878 0.8743
S 2.3527 -0.8544 -0.3472
H -0.5039 1.6196 0.1821
H 0.7599 -1.9907 1.0408
H 0.5832 -2.3609 -0.6363
H 2.9946 1.8353 0.7758
H 1.6111 2.7948 0.0225
H 3.0660 2.1409 -1.0738
H -1.6522 -1.4430 -1.6333
H -0.4038 -0.6791 -2.3346
H -1.7413 0.1987 -1.6637
H -1.8506 -1.7225 1.1881
H -2.2049 0.0505 0.9605
H -1.0569 -0.1557 2.0462

---

Stability summary: most stable model Q, least stable model P.

---

Model P:
21
Properties=species:S:1:pos:R:3 method="wB97M-V/def2-TZVPD" homo_energy_ev=-9.2 gap_ev=3.60 total_charge=0 e_lumo_ev=-5.59
O 0.7229 -1.8315 -0.2399
C 1.9065 -1.4617 -0.1120
C 2.9894 -1.3302 -0.9802
N 1.5781 1.5417 -0.4497
H 2.1262 -1.2544 1.0634
H 2.8708 -1.5388 -2.0092
H 3.9468 -1.0628 -0.5629
H 2.2640 0.7923 -0.5802
H 0.5347 1.4869 -0.7644
H -0.9589 2.1610 1.9987
H -1.1448 1.3400 -0.1703
O -0.9070 1.5053 1.2606
H -4.2149 -1.5400 0.0037
H -3.0051 -0.8214 0.4923
O -3.7157 -0.7192 -0.1947
H -2.2391 1.0531 -1.2650
H 1.9811 2.5326 -0.5404
O -1.2758 1.0228 -1.1125
H -1.3470 0.1511 1.6199
H -0.6926 -1.1344 0.9633
O -1.4197 -0.8923 1.5794

---

Model Q:
21
Properties=species:S:1:pos:R:3 method="wB97M-V/def2-TZVPD" homo_energy_ev=-10.3 gap_ev=11.04 total_charge=0 e_lumo_ev=0.70 smiles="CC(N)=O.O.O.O.O"
C -1.2529 1.5998 -0.7498
C -0.2789 1.2249 0.3428
N 0.9796 0.9849 -0.0561
O -0.6301 1.0922 1.5162
H -0.6690 1.8216 -1.6622
H -1.6325 2.5642 -0.3846
H -2.0924 0.9241 -0.9057
H 1.6526 0.8698 0.6945
H 1.3603 0.6881 -0.9469
O 1.3250 0.0544 2.6741
H 0.5259 0.6525 2.4912
H 1.5482 0.3038 3.5767
O -0.4895 -1.7921 1.2404
H -1.1841 -1.3719 1.7596
H 0.2615 -1.2504 1.5483
O -0.3384 -2.1032 -1.3051
H -1.2652 -2.3296 -1.3520
H -0.0946 -1.8695 -0.3670
O 0.7700 -0.2964 -2.6701
H 0.0112 -0.8800 -2.5261
H 1.4935 -0.8873 -2.9184

---

Stability summary: most stable model Q, least stable model P.

---

Model P:
22
Properties=species:S:1:pos:R:3 method="wB97M-V/def2-TZVPD" homo_energy_ev=-13.5 gap_ev=10.94 total_charge=+1 e_lumo_ev=-2.59
C 0.9043 -1.4031 2.5853
C 1.6027 -2.0033 1.4025
O 1.6215 -1.5360 0.2679
N 2.1738 -3.2148 1.6172
H 0.9595 -2.0697 3.4336
H -0.1145 -1.1612 2.3174
H 2.7371 -3.6324 0.8964
H 2.3502 -3.5083 2.5660
H 1.3618 -0.4365 2.8026
C -2.0790 2.8720 -1.7240
C -0.7250 0.9062 -1.1886
N -0.6520 -0.3224 -0.6921
N -1.9399 1.4172 -1.4607
N 0.4003 1.5459 -1.4562
H -1.4765 -0.6813 -0.2442
H 0.2889 -0.7327 -0.5942
H -2.6112 0.8504 -1.9303
H 0.4184 2.3210 -2.0924
H 1.2829 1.1655 -1.1560
H -1.8515 3.4488 -0.8363
H -3.1233 3.0520 -1.8947
H -1.5283 3.1229 -2.6194

---

Model Q:
22
Properties=species:S:1:pos:R:3 method="wB97M-V/def2-TZVPD" homo_energy_ev=-13.8 gap_ev=11.25 total_charge=+1 e_lumo_ev=-2.60
C -2.5953 2.1598 -1.2153
C -2.1913 1.0871 -0.2079
O -0.9921 0.9455 0.0231
N -3.1007 0.1472 0.1503
H -1.8929 2.1681 -2.0689
H -2.7111 3.1675 -0.9053
H -2.7949 -0.6223 0.7289
H -4.1074 0.3136 -0.0534
H -3.5130 1.7585 -1.6724
C 0.7620 -1.2122 1.8354
C 2.0249 -0.7613 -0.1317
N 1.9707 -0.3895 -1.4339
N 1.0791 -0.3787 0.7062
N 3.1733 -1.3598 0.2974
H 1.2955 0.3237 -1.7035
H 2.7282 -0.4757 -2.0865
H 0.3056 0.2868 0.4011
H 3.1941 -1.5755 1.3022
H 3.5974 -2.0241 -0.3209
H 0.8604 -0.8955 2.8749
H 0.9581 -2.2713 1.7323
H -0.3526 -1.5097 1.8601

---

Model R:
22
Properties=species:S:1:pos:R:3 method="wB97M-V/def2-TZVPD" homo_energy_ev=-13.3 gap_ev=10.44 total_charge=+1 e_lumo_ev=-2.86
C -0.8716 -1.6070 -1.7122
C 1.5068 -1.7519 -0.9637
N 1.2786 -0.6853 -0.0645
N 0.4789 -2.2258 -1.8120
N 2.7792 -2.3676 -0.9243
H 0.4315 -0.2128 -0.0294
H 1.9140 -0.6813 0.7482
H 0.5888 -2.8675 -2.6647
H 2.9357 -3.2045 -1.4326
H 3.6089 -1.9132 -0.3518
H -0.8233 -0.4409 -1.6944
H -1.4245 -1.9824 -0.7583
H -1.4569 -1.9020 -2.6376
C -2.3075 2.6534 1.7809
C -1.0569 2.0555 1.1861
O -1.0413 1.3011 0.2499
N 0.1477 2.3432 1.7890
H -2.0316 3.2518 2.7029
H -3.1213 1.9180 1.9064
H 0.8775 2.0566 1.1413
H 0.3183 2.9811 2.6040
H -2.7308 3.2816 0.9365

---

Stability summary: most stable model P, least stable model R.

---

Model P:
102
Properties=species:S:1:pos:R:3 method="wB97M-V/def2-TZVPD" homo_energy_ev="-11.9 / -12.1" gap_ev="5.86 / 3.65" s2=6.048 multiplicity=5 total_charge=+2 e_lumo_ev="-6.07 / -8.49"
Co -2.6905 -0.9979 -0.4504
N -2.4214 -2.7180 -1.4916
C -2.4527 -4.0113 -0.8414
C -2.5803 -5.1282 -1.6778
C -2.4572 -6.4303 -1.1849
C -2.2785 -6.6021 0.1957
C -2.2521 -5.5045 1.0486
C -2.3120 -4.1840 0.5723
C -2.2860 -3.0691 1.5323
C -1.9154 -3.3678 2.8369
C -1.9486 -2.4267 3.8832
C -2.4161 -1.1491 3.5988
C -2.8905 -0.8527 2.3151
C -2.6873 -1.7451 1.2709
H -3.2554 -2.5688 -2.0576
H -1.5899 -2.6506 -2.0739
H -2.6482 -4.9638 -2.7467
H -2.4412 -7.2929 -1.8565
H -2.1127 -7.5810 0.6200
H -2.1928 -5.7067 2.1075
H -1.5860 -4.3723 3.0474
H -1.6939 -2.7069 4.8969
H -2.5388 -0.4176 4.3589
H -3.3498 0.1062 2.1267
C 0.2403 7.1104 -2.4828
C -0.3004 5.7361 -2.1905
C 0.5213 4.6246 -2.4311
C 0.2459 3.4103 -1.8095
C -0.9475 3.3100 -1.0675
C -1.8642 4.3481 -0.9717
C -1.5316 5.5575 -1.5533
S -1.4286 1.8699 -0.1292
O -2.5551 2.2540 0.7808
C 0.0218 1.8052 1.0519
C -0.0991 3.0190 1.7767
C 0.9646 3.6355 2.4307
C 2.2135 3.0490 2.3382
C 3.3674 3.7290 2.8170
C 4.6060 3.1824 2.6918
C 4.7583 1.8576 2.2709
C 3.6591 1.1733 1.7639
C 2.3561 1.7232 1.7780
C 1.1727 0.9710 1.3426
C 1.2950 -0.4764 1.6451
C 1.5858 -0.7882 3.0780
C 1.3226 0.0380 4.1554
C 1.5721 -0.3558 5.4681
C 2.0375 -1.6380 5.7847
C 2.2932 -2.5316 4.7431
C 2.0566 -2.1484 3.4229
C 2.2977 -3.0754 2.4044
C 1.9757 -2.7622 1.1041
C 1.3365 -1.5670 0.7488
S 0.7867 -1.6823 -0.9983
O 0.2685 -0.3058 -1.3924
C 2.4003 -1.7213 -1.7533
C 2.9167 -2.7864 -2.4905
C 4.2102 -2.6868 -2.9933
C 5.0316 -1.5638 -2.7234
C 6.4986 -1.4948 -2.9661
C 4.4224 -0.4696 -2.0989
C 3.1398 -0.5402 -1.6088
H 0.8203 7.1368 -3.4113
H 0.9292 7.4137 -1.6734
H -0.5748 7.8439 -2.4514
H 1.4022 4.7863 -3.0194
H 0.8637 2.5193 -1.8816
H -2.7743 4.1727 -0.4206
H -2.2345 6.3730 -1.4578
H -1.0645 3.4678 1.8044
H 0.8937 4.5625 2.9491
H 3.2487 4.7157 3.2578
H 5.4738 3.7930 2.8949
H 5.7427 1.3748 2.2817
H 3.7477 0.2052 1.2828
H 0.8652 0.9945 3.9493
H 1.3971 0.3988 6.2403
H 2.1628 -1.9732 6.8199
H 2.7289 -3.5032 4.9639
H 2.7310 -4.0369 2.6337
H 2.1231 -3.4761 0.2957
H 2.3214 -3.6883 -2.6749
H 4.5608 -3.4737 -3.6520
H 7.0040 -2.4215 -2.6776
H 6.9456 -0.6466 -2.4219
H 6.7732 -1.3607 -4.0295
H 4.9651 0.4828 -2.0705
H 2.6991 0.3108 -1.0999
C -5.2413 0.3129 -4.9053
N -5.3974 -0.0767 -3.5257
C -4.8790 0.4706 -2.4324
S -4.8897 -0.5053 -1.0036
N -4.3695 1.7259 -2.3601
C -4.7270 2.8376 -3.2163
H -5.7822 -0.4067 -5.5258
H -4.1945 0.3613 -5.2279
H -5.6599 1.3090 -5.1141
H -6.0131 -0.8667 -3.3404
H -4.0438 1.9203 -1.4215
H -5.8144 3.0280 -3.3490
H -4.2943 2.7098 -4.2037
H -4.2961 3.7398 -2.7726

---

Model Q:
102
Properties=species:S:1:pos:R:3 method="wB97M-V/def2-TZVPD" homo_energy_ev="-12.4 / -12.4" gap_ev="7.35 / 5.77" s2=6.012 multiplicity=5 total_charge=+2 e_lumo_ev="-5.05 / -6.63"
Co -0.7817 1.7753 0.3499
N 0.7668 2.3138 1.6703
C 0.3942 2.8788 2.9765
C 1.2209 2.7214 4.0852
C 0.8502 3.2124 5.3698
C -0.2797 4.0063 5.4868
C -1.0844 4.2684 4.3624
C -0.7970 3.6939 3.0932
C -1.5900 4.0438 1.9224
C -2.1861 5.3113 1.9407
C -3.0424 5.7069 0.9033
C -3.1774 4.9154 -0.2194
C -2.5930 3.6524 -0.2528
C -1.7459 3.3362 0.7294
H 1.1557 1.3598 1.7601
H 1.4759 2.8883 1.2720
H 2.2412 2.3405 3.9534
H 1.3139 2.8967 6.2999
H -0.5503 4.4228 6.4721
H -1.9941 4.8068 4.5558
H -2.0352 6.0050 2.7787
H -3.6825 6.5720 1.0485
H -3.7898 5.2111 -1.0470
H -2.9586 2.9711 -1.0240
C -3.0776 3.9702 -5.9728
C -2.2386 2.9207 -5.2726
C -2.7888 1.8405 -4.6249
C -2.0790 1.0271 -3.7282
C -0.7135 1.1940 -3.6907
C -0.0772 2.2404 -4.4280
C -0.8598 3.1137 -5.2079
S 0.2443 0.2661 -2.4696
O -0.2988 0.9006 -1.1758
C -0.3456 -1.4238 -2.6137
C -0.6225 -1.8194 -3.9892
C -1.0088 -3.1162 -4.3349
C -0.9972 -4.1289 -3.3197
C -1.3031 -5.4785 -3.7142
C -1.3368 -6.4263 -2.6946
C -0.7623 -6.1888 -1.4048
C -0.4941 -4.8791 -1.0599
C -0.5310 -3.7775 -2.0051
C -0.2266 -2.4250 -1.6129
C 0.3920 -2.2384 -0.2745
C 1.7189 -2.6785 0.0314
C 2.5334 -3.2515 -0.9760
C 3.9043 -3.5144 -0.7122
C 4.4600 -3.2637 0.5529
C 3.6422 -2.7908 1.5521
C 2.2825 -2.5667 1.3376
C 1.4988 -2.0477 2.3819
C 0.2290 -1.5002 2.0537
C -0.3351 -1.6412 0.7562
S -1.9344 -0.9751 0.5718
O -1.7798 0.4267 1.2863
C -2.8432 -2.0295 1.7336
C -3.8530 -1.3530 2.3819
C -4.6176 -1.9934 3.3238
C -4.3036 -3.3421 3.6682
C -5.0668 -3.9953 4.7986
C -3.2768 -3.9721 2.9531
C -2.5024 -3.3317 1.9590
H -4.1466 3.6427 -6.0193
H -2.7344 4.1341 -6.9701
H -3.0003 4.9197 -5.4240
H -3.8391 1.5630 -4.8286
H -2.5305 0.2978 -3.0997
H 1.0251 2.2818 -4.5711
H -0.4014 3.9950 -5.6780
H -0.3449 -1.1079 -4.7667
H -1.2293 -3.3372 -5.4254
H -1.5659 -5.6907 -4.7492
H -1.7490 -7.3852 -2.9232
H -0.5691 -6.9510 -0.6770
H -0.0818 -4.6769 -0.0225
H 2.1176 -3.5755 -1.9105
H 4.5342 -3.9310 -1.4708
H 5.5047 -3.3560 0.6680
H 4.0271 -2.6312 2.5499
H 1.7953 -2.0815 3.4557
H -0.3815 -0.9328 2.7462
H -4.0696 -0.2903 2.1141
H -5.4722 -1.4825 3.8292
H -4.3987 -4.4617 5.5434
H -5.7284 -4.8071 4.3596
H -5.6299 -3.1944 5.3354
H -3.1291 -5.0683 3.1038
H -1.7210 -3.8290 1.3163
C 5.5261 0.7356 -1.2170
N 5.0305 1.1318 0.1277
C 5.2316 2.4748 0.5316
S 3.9556 3.2373 1.2165
N 6.5040 2.8612 0.4696
C 7.7379 2.0561 0.4176
H 4.6888 0.3845 -1.8297
H 6.3915 0.0415 -1.0882
H 5.9534 1.6000 -1.7494
H 4.0457 0.9376 0.2216
H 6.6745 3.8404 0.6279
H 8.3415 2.4757 -0.3678
H 7.5689 0.9618 0.2840
H 8.3063 2.1568 1.3234

---

Stability summary: most stable model Q, least stable model P.

---

Model P:
11
Properties=species:S:1:pos:R:3 method="wB97M-V/def2-TZVPD" homo_energy_ev=-8.6 gap_ev=9.32 total_charge=0 e_lumo_ev=0.73 smiles="NN1N=NCN1"
N 1.7065 0.2213 -0.9862
N 0.9020 0.0339 0.0485
N 0.6585 -1.1902 0.5795
N -0.4067 -1.3053 1.1689
C -1.2822 -0.1728 0.9032
N -0.5273 0.7880 0.0324
H 1.4685 -0.3345 -1.9057
H 1.9694 1.1906 -1.1122
H -2.1805 -0.5423 0.3955
H -1.5399 0.3135 1.8784
H -0.7682 0.9979 -1.0024

---

Model Q:
11
Properties=species:S:1:pos:R:3 method="wB97M-V/def2-TZVPD" homo_energy_ev=-7.2 gap_ev=8.15 total_charge=0 e_lumo_ev=0.96
C -1.1585 0.9744 0.2952
N -1.7882 -0.4915 -0.1681
N -1.0511 -1.3768 -0.2416
N 0.2334 0.8524 0.1181
N 0.6346 -0.3498 0.4980
N 1.7632 -0.8603 -0.0112
H -1.5588 1.7166 -0.3933
H -1.4209 1.1127 1.2815
H 0.4259 0.9512 -0.9088
H 1.8989 -0.9397 -1.0624
H 2.0215 -1.5891 0.5925

---

Stability summary: most stable model Q, least stable model P.